Molecular formula: C41H71N4O5
Method: DFT, ωB97M-V/def2-TZVPD

E   -2199.00595 Eh
Relative energy (zero: lowest compared OMol25 entry of this formula, charge and spin)   274.7 kJ/mol
Net charge   +1

Positions of all 121 atoms, in Å:
C: -1.044678 -4.708322 4.320554
N: -0.317678 -3.429322 4.347554
C: -0.743678 -2.509322 3.362554
C: 0.101322 -1.653322 2.885554
C: 1.482322 -1.579322 3.295554
C: 1.931322 -2.593322 4.270554
C: 1.008322 -3.500322 4.641554
C: 2.488322 -0.583322 2.775554
C: 2.223322 0.315678 1.677554
C: 3.087322 1.263678 1.270554
N: 4.383322 1.218678 1.909554
C: 4.801322 0.327678 2.898554
C: 3.883322 -0.574322 3.345554
C: 5.415322 1.741678 0.954554
H: -0.304678 -5.522322 4.782554
H: -1.241678 -5.235322 3.260554
H: -1.963678 -4.740322 4.688554
H: -1.997678 -2.590322 3.075554
H: -0.251678 -0.938322 2.182554
H: 2.879322 -2.677322 4.792554
H: 1.459322 -4.253322 5.406554
H: 1.280322 0.047678 1.125554
H: 2.724322 1.913678 0.574554
H: 5.698322 0.346678 3.391554
H: 4.179322 -1.335322 4.051554
H: 5.522322 0.984678 0.242554
H: 6.245322 1.837678 1.609554
H: 5.371322 2.790678 0.553554
C: 1.105322 9.885678 1.602554
N: 0.934322 9.157678 0.308554
C: -0.420678 9.151678 -0.092446
C: -0.904678 8.240678 -0.923446
C: -0.105678 7.112678 -1.157446
C: 1.286322 7.166678 -0.759446
C: 1.828322 8.185678 -0.063446
C: -0.703678 5.837678 -1.614446
C: -1.692678 5.785678 -2.543446
C: -2.257678 4.620678 -2.846446
N: -1.816678 3.476678 -2.193446
C: -0.908678 3.462678 -1.235446
C: -0.251678 4.615678 -1.057446
C: -2.815678 2.206678 -2.325446
H: 0.569322 10.839678 1.627554
H: 2.284322 9.837678 1.769554
H: 0.644322 9.450678 2.348554
H: -0.945678 10.146678 0.289554
H: -1.993678 8.360678 -1.373446
H: 1.964322 6.150678 -1.152446
H: 2.876322 7.965678 0.173554
H: -2.173678 6.682678 -2.988446
H: -3.189678 4.729678 -3.490446
H: -0.656678 2.600678 -0.781446
H: 0.737322 4.598678 -0.526446
H: -3.462678 2.373678 -3.016446
H: -3.160678 2.026678 -1.446446
H: -2.188678 1.401678 -2.487446
C: -0.597678 -0.508322 -0.729446
O: -1.189678 0.491678 0.080554
H: -1.205678 -0.940322 -1.560446
H: -0.322678 -1.363322 -0.085446
H: 0.389322 -0.094322 -1.226446
C: 1.431322 -6.806322 1.647554
C: 1.076322 -5.483322 1.078554
O: -0.338678 -5.450322 0.972554
C: -0.779678 -4.358322 0.208554
C: -2.147678 -4.617322 -0.130446
H: 0.829322 -7.030322 2.538554
H: 2.414322 -7.126322 1.917554
H: 1.193322 -7.521322 0.971554
H: 1.305322 -5.200322 -0.038446
H: 1.493322 -4.725322 1.829554
H: -0.368678 -4.114322 -0.850446
H: -0.658678 -3.427322 0.632554
H: -2.475678 -5.197322 -1.118446
H: -2.597678 -3.660322 -0.506446
H: -2.864678 -4.842322 0.638554
C: -3.000678 0.148678 4.698554
C: -3.664678 0.135678 3.339554
O: -3.845678 -1.297322 2.999554
C: -4.508678 -1.559322 1.714554
C: -5.044678 -2.848322 1.736554
H: -3.016678 1.087678 5.262554
H: -2.001678 0.119678 4.600554
H: -3.520678 -0.486322 5.307554
H: -2.771678 0.682678 2.606554
H: -4.635678 0.669678 3.428554
H: -3.758678 -1.410322 1.017554
H: -5.218678 -0.674322 1.446554
H: -5.556678 -3.080322 0.648554
H: -5.767678 -2.998322 2.437554
H: -4.272678 -3.695322 1.909554
C: 4.088322 -0.331322 -2.281446
C: 3.417322 -1.416322 -1.565446
O: 4.229322 -1.700322 -0.491446
C: 3.751322 -2.880322 0.155554
C: 4.727322 -3.161322 1.220554
H: 5.139322 -0.349322 -2.773446
H: 3.819322 0.636678 -2.005446
H: 3.411322 -0.187322 -3.191446
H: 3.284322 -2.269322 -2.295446
H: 2.299322 -1.096322 -1.075446
H: 3.728322 -3.785322 -0.487446
H: 2.799322 -2.708322 0.753554
H: 5.623322 -3.419322 0.784554
H: 4.428322 -3.927322 1.853554
H: 4.607322 -2.416322 1.658554
C: -3.599678 -0.805322 -8.455446
C: -3.485678 -1.103322 -6.977446
O: -2.206678 -0.584322 -6.479446
C: -1.933678 -1.098322 -5.192446
C: -0.622678 -0.768322 -4.749446
H: -3.609678 0.515678 -8.629446
H: -4.451678 -1.384322 -8.945446
H: -2.685678 -1.156322 -9.069446
H: -3.430678 -2.168322 -6.833446
H: -4.391678 -0.941322 -6.511446
H: -2.167678 -2.237322 -5.131446
H: -2.632678 -0.563322 -4.553446
H: -0.451678 -1.095322 -3.757446
H: -0.718678 0.330678 -4.642446
H: 0.153322 -1.184322 -5.493446

Force components x, y, z for each atom (eV/Å):
5.08 -3.91 -2.73
-0.84 -1.17 -1.98
-5.00 -3.05 1.73
2.70 2.53 -1.14
3.01 0.86 0.00
-1.24 1.45 -1.26
1.37 -0.99 2.47
0.29 -1.78 1.16
-1.93 -2.05 0.44
1.69 -3.85 4.25
-0.47 2.58 -2.44
-4.75 -0.47 -1.55
-2.05 0.25 -1.04
0.00 1.32 2.35
-1.99 1.79 -0.47
0.99 1.86 1.61
-3.72 0.49 2.47
4.06 0.52 0.87
-0.36 0.64 -0.69
0.00 0.30 -0.64
-1.81 0.89 -1.47
0.72 1.22 0.50
0.44 2.08 -2.01
2.54 0.63 0.25
0.01 0.29 0.19
0.55 -0.78 -1.48
1.47 -0.31 0.07
-1.11 -1.11 0.26
4.95 1.64 -3.71
-1.08 0.96 1.84
1.24 3.89 1.27
-3.01 -0.29 -1.69
0.71 -1.91 -0.36
0.32 -4.12 -2.26
-0.93 -1.48 -0.47
2.84 1.28 1.62
-1.84 2.17 -0.93
-1.22 -1.31 0.02
-5.39 -2.00 -1.93
0.03 2.45 -2.24
2.72 1.77 0.90
7.32 2.61 -0.11
1.00 0.43 -0.77
-2.71 0.93 0.03
-2.05 -3.27 3.76
0.87 -2.56 -1.05
2.45 -0.41 1.25
-1.81 3.50 1.37
-0.37 1.60 0.60
0.77 -0.57 0.33
1.47 -1.42 0.77
0.45 -3.45 1.62
-1.51 0.07 0.03
-3.95 1.24 -4.41
-2.54 -0.66 5.74
1.29 -1.70 -0.85
0.58 2.03 0.88
0.46 -0.76 -1.27
-0.06 0.28 0.18
0.35 -0.29 -0.30
-1.21 -0.86 0.45
-0.12 -0.08 1.47
0.56 1.98 -0.79
0.60 0.39 0.18
0.58 -1.32 -2.68
-5.06 0.95 -3.61
-0.09 0.39 -0.16
1.17 0.95 0.15
-1.19 -2.42 -2.21
1.11 -0.84 2.19
-0.69 -0.13 -1.26
0.79 -1.23 1.45
0.32 1.93 1.86
1.45 0.25 2.31
0.49 -0.10 0.43
0.12 -0.67 0.66
-2.10 2.60 -0.65
2.47 0.40 -1.42
-0.59 1.71 -0.01
0.63 5.43 1.49
-0.09 -5.04 -4.25
-0.89 0.55 -0.54
3.63 -1.62 -0.16
-0.57 -2.29 1.74
-3.15 -1.48 1.27
0.50 -0.39 -0.81
1.66 -0.02 -1.80
0.54 -1.63 0.84
1.27 0.44 2.62
-2.18 -0.27 1.99
-0.99 1.51 -0.39
-0.63 1.27 -4.99
-2.30 0.13 0.65
-0.27 -2.13 1.03
-0.71 -0.81 0.40
0.25 -9.73 -6.25
-1.66 -0.60 1.51
0.46 1.84 1.86
0.86 -0.70 0.19
-0.02 0.39 1.10
2.68 -0.70 -1.85
-0.67 0.88 -0.36
0.32 -0.02 -1.50
2.39 0.00 -0.48
-0.75 -1.79 1.02
0.05 11.96 7.69
0.95 2.50 -2.07
3.19 -1.09 -1.88
-1.54 -0.38 -0.58
-3.51 -2.17 -0.34
2.57 1.18 -1.20
-0.39 -4.21 0.35
0.69 1.33 0.80
-1.20 0.63 1.30
0.35 -0.94 -0.27
-1.66 1.81 1.79
0.30 1.64 -0.25
-0.49 -0.44 0.66
0.33 -0.73 0.93
1.28 -0.22 -0.51
-0.85 1.11 1.31